No. 1
This record from the Open Molecules 2025 dataset describes a structure of composition C11H14BF3N6NiO3S in a non-equilibrium geometry. The level of theory is ωB97M-V with the def2-TZVPD basis set.

E_LUMO (spin up / spin down), eV: 0.23 / -0.69
2S+1: 3
Orbital gap (spin up / spin down), eV: 9.0 / 8.7

```
40
C11H14BF3N6NiO3S | the Open Molecules 2025 dataset | ωB97M-V with the def2-TZVPD basis set
H -0.1764 3.0985 1.5119
N 0.0461 1.7091 -0.0524
B 0.5220 0.4060 -2.1424
N 0.5443 1.6911 -1.2976
C 1.0759 2.9034 -1.5423
Ni -1.0305 -1.6290 0.0470
H 1.4888 3.1083 -2.5232
C 0.8903 3.6958 -0.4099
H 1.1768 4.7243 -0.3071
C 0.2161 2.9045 0.5250
H 1.0523 0.6289 -3.1819
C -1.6265 -3.3767 0.1565
H -2.0103 -3.5228 1.1855
H -0.8200 -4.1060 -0.0143
H -2.4595 -3.5239 -0.5513
N -0.9378 -0.0970 -2.2678
N 1.3120 -0.6466 -1.3234
N -1.5877 -0.6764 -1.1584
N 0.7565 -1.1707 -0.1607
C -1.7313 -0.2218 -3.3450
C 2.6338 -0.9203 -1.3462
H -1.3834 0.1413 -4.3010
H 3.2418 -0.5627 -2.1682
C -2.9421 -0.8194 -2.9671
C 2.9461 -1.6681 -0.2134
C -2.8587 -1.0014 -1.5883
C 1.7583 -1.7914 0.5121
H -3.7585 -1.1327 -3.6024
H 3.8963 -2.0903 0.0493
H -3.5348 -1.4792 -0.8910
H 1.5582 -2.2569 1.4582
H -0.4034 0.9257 0.4055
F 1.3976 0.8957 5.4260
C 0.5019 1.4292 4.5591
F -0.5726 1.8717 5.2594
F 1.0926 2.5051 3.9598
S -0.0038 0.1707 3.2609
O 1.2923 -0.1961 2.6898
O -0.7005 -0.8664 4.0041
O -0.8620 0.9464 2.3455
```

***

No. 2
This record from the Open Molecules 2025 dataset describes a structure of composition C11H14CeN6O4S in a non-equilibrium geometry. The level of theory is ωB97M-V with the def2-TZVPD basis set.

E_LUMO (spin up / spin down), eV: -8.89 / -8.89
Total charge: +2
Orbital gap (spin up / spin down), eV: 6.1 / 6.1

```
37
C11H14CeN6O4S | the Open Molecules 2025 dataset | ωB97M-V with the def2-TZVPD basis set
Ce 0.4232 0.4359 -0.5989
C 0.6701 6.0730 0.4015
C 1.6200 5.0898 -0.1165
N 2.9398 5.3416 -0.1638
N 3.4759 4.2025 -0.6863
C 2.5369 3.2976 -1.0028
S 2.8938 1.8160 -1.7056
N 1.3502 3.8243 -0.5999
N 0.0896 3.1257 -0.6702
H 1.1534 7.0518 0.5451
H 0.2385 5.8225 1.3656
H -0.1453 6.2419 -0.2969
H 4.4411 4.1342 -0.9540
H -0.5289 3.4290 0.0568
H -0.3150 3.3019 -1.6252
O -1.7463 0.4350 -0.8535
N -2.1973 -0.7586 -0.5241
N -1.2755 -1.7141 -0.7004
O -0.0815 -1.5444 -1.4322
C -1.5676 -2.9595 -0.2081
C -0.6028 -4.0670 -0.4078
C -1.0862 -5.3729 -0.5282
C -2.4697 -5.6497 -0.4558
C -3.4022 -4.5605 -0.3480
C -2.9902 -3.2452 -0.0815
H 0.4645 -3.8289 -0.5177
H -0.4394 -6.2373 -0.7384
H -2.7994 -6.7024 -0.2829
H -4.4746 -4.8630 -0.4514
H -3.6854 -2.4038 -0.0101
C 0.9616 -2.2380 2.1547
O 1.3085 -0.8163 2.3999
C 1.0956 -0.0408 1.3494
O 1.5330 1.1250 1.4108
H 1.2623 -2.8464 3.0004
H 1.4947 -2.6627 1.2834
H -0.1453 -2.2359 1.9925
```

***

No. 3
This record from the Open Molecules 2025 dataset describes a structure of composition C11H14ClF5N3O5Ru in a non-equilibrium geometry. The level of theory is ωB97M-V with the def2-TZVPD basis set.

E_LUMO (spin up / spin down), eV: 0.21 / 0.23
2S+1: 2
Orbital gap (spin up / spin down), eV: 7.7 / 8.7

```
40
C11H14ClF5N3O5Ru | the Open Molecules 2025 dataset | ωB97M-V with the def2-TZVPD basis set
Ru 0.3329 -0.0085 0.1720
N -1.1699 0.6732 3.9991
C -0.3476 0.5465 2.9543
O -0.3473 -0.4819 2.2615
C 0.6147 1.6561 2.6125
C 1.4806 1.1154 1.4893
H -1.8987 -0.0112 4.1176
H -1.2549 1.5571 4.4688
H 1.1797 1.9444 3.5047
H 0.0432 2.5321 2.2989
H 2.2715 0.4790 1.8932
H 1.9102 1.9360 0.9102
O -2.5528 2.6158 -1.1489
Cl -1.6871 2.3168 -0.0592
O -1.8267 3.2596 1.0043
O -1.9288 0.9582 0.4357
O -0.2782 2.3106 -0.5301
N 2.3495 -0.2557 -0.6396
C 2.3148 -0.5752 -2.0746
C 1.2573 0.3007 -2.7090
N -0.0059 0.0141 -2.0185
H 2.8398 0.6172 -0.4761
H 2.8187 -0.9747 -0.0997
H 2.0196 -1.6225 -2.1678
H 3.2863 -0.4566 -2.5579
H 1.1944 0.1421 -3.7871
H 1.4905 1.3541 -2.5391
H -0.4146 -0.8560 -2.3417
H -0.6899 0.7499 -2.1655
F -1.7565 -2.1091 -0.9274
C -0.7116 -2.7629 -0.3621
C 0.3511 -2.0423 0.1686
C 1.3293 -2.8272 0.7519
F 2.4109 -2.2475 1.3357
C 1.2924 -4.2103 0.7973
F 2.2780 -4.9058 1.3718
C 0.2184 -4.8780 0.2404
F 0.1637 -6.2114 0.2641
C -0.7980 -4.1441 -0.3442
F -1.8472 -4.7749 -0.8782
```

***

No. 4
This record from the Open Molecules 2025 dataset describes a structure of composition C11H14F2IN2O11S2 in a non-equilibrium geometry. The level of theory is ωB97M-V with the def2-TZVPD basis set.

E_LUMO, eV: 2.23
Total charge: -1
Orbital gap, eV: 8.6

```
43
C11H14F2IN2O11S2 | the Open Molecules 2025 dataset | ωB97M-V with the def2-TZVPD basis set
C 3.2523 -3.6447 -0.8389
C 2.5211 -2.3781 -0.5137
N 3.0356 -1.4626 0.1942
C 1.1437 -2.1151 -1.0450
S 0.2515 -3.5880 -1.4961
O 0.3193 -4.5328 -0.4136
O 0.8648 -4.0777 -2.7041
N -1.2120 -3.0355 -1.8526
S -2.3050 -3.2247 -0.7157
O -2.8555 -4.5441 -0.6267
O -1.9966 -2.6153 0.5604
C -3.5942 -2.1738 -1.4205
C -4.5790 -1.6736 -0.3881
O -4.9839 -0.5352 -0.4008
I -5.3394 -2.9814 1.1512
H 3.2370 -3.8651 -1.8993
H 4.2903 -3.5263 -0.5551
H 2.8143 -4.5022 -0.3502
H 3.9664 -1.7323 0.5004
H 0.5884 -1.5580 -0.3059
H 1.1672 -1.4945 -1.9303
H -4.1402 -2.7536 -2.1537
H -3.1220 -1.3039 -1.8492
C -1.6824 0.2606 2.1619
C -1.4820 1.7397 2.4028
O -0.2274 1.9869 1.7848
C -0.1057 1.0669 0.7756
O 0.6754 1.1275 -0.1078
O -1.0080 0.0779 0.9169
F -1.3890 2.0338 3.7263
H -1.2034 -0.3462 2.9308
H -2.7277 -0.0252 2.0820
H -2.2413 2.3786 1.9482
C 1.3955 4.4804 0.4116
C 1.1191 5.6225 -0.5334
O 2.1315 6.5543 -0.1955
C 3.1934 5.8348 0.2800
O 4.2864 6.2656 0.4108
O 2.8191 4.5687 0.5687
F -0.0974 6.1879 -0.3083
H 0.9138 4.6241 1.3792
H 1.1042 3.5138 0.0095
H 1.2020 5.3658 -1.5905
```

***

No. 5
This record from the Open Molecules 2025 dataset describes a cluster of 2 separate species, C11H14I2N3 in total in a non-equilibrium geometry. The level of theory is ωB97M-V with the def2-TZVPD basis set.

E_LUMO, eV: -5.54
Total charge: +1
Orbital gap, eV: 5.5

```
30
C11H14I2N3 | the Open Molecules 2025 dataset | ωB97M-V with the def2-TZVPD basis set
C 1.7583 -2.1278 0.7753
C 2.3919 -1.6376 -0.6037
I 4.4102 -2.3541 -0.8451
C 1.4364 -2.0754 -1.8103
I 1.8846 -0.9474 -3.6263
C -0.0315 -1.7816 -1.3152
C -0.9136 -2.9524 -1.2564
C -2.2552 -2.6057 -0.7404
C -2.3766 -1.2042 -0.4173
N -1.4608 -0.2343 -0.5661
N -0.2608 -0.5097 -1.0220
H 1.0782 -1.3328 1.1644
H 1.2260 -3.1046 0.6874
H 2.5920 -2.2742 1.5100
H 2.3505 -0.5173 -0.5946
H 1.5708 -3.1654 -1.9898
H -0.6364 -3.9892 -1.5232
H -3.0509 -3.3640 -0.5976
H -3.3575 -0.8820 0.0109
H -1.6784 0.7345 -0.2936
N -1.4934 3.1663 1.4977
C -0.2915 2.5030 1.5663
C 0.7017 3.3983 1.2675
C 0.0815 4.6486 1.0143
C -1.2698 4.4758 1.1665
H -2.3957 2.7570 1.6658
H -0.2501 1.4547 1.8211
H 1.7576 3.1809 1.2358
H 0.5718 5.5721 0.7513
H -2.0895 5.1686 1.0673
```

***

No. 6
This record from the Open Molecules 2025 dataset describes an isolated molecule of C11H14IN in a non-equilibrium geometry. The level of theory is ωB97M-V with the def2-TZVPD basis set.

E_LUMO (spin up / spin down), eV: 0.27 / 0.31
Orbital gap (spin up / spin down), eV: 7.4 / 7.3

```
27
C11H14IN | the Open Molecules 2025 dataset | ωB97M-V with the def2-TZVPD basis set
C -1.3282 -0.0656 0.5044
C 1.4520 -0.8289 -1.0101
C -1.1402 0.4718 -2.9910
C -1.0952 -0.0291 -0.8024
C -1.7604 0.6858 -1.8347
C 0.2799 -0.4387 -1.5000
C 1.7437 -0.9198 0.3974
C 0.7116 -1.6073 1.2247
C -2.9905 1.3363 -1.5772
C 1.9634 0.4818 0.9809
C 0.6402 -1.5175 2.7177
N 0.0575 -0.2154 -2.8151
I 0.0776 -3.4755 0.5015
H -2.0890 0.1244 1.1848
H 2.2521 -1.1522 -1.7933
H -1.4104 0.9815 -3.9132
H 2.7754 -1.4032 0.5951
H -3.4560 1.7901 -2.4303
H -2.8317 2.1779 -0.8761
H -3.6665 0.6044 -1.0432
H 2.5131 1.0838 0.3763
H 2.5209 0.4639 1.8713
H 1.0194 1.1745 1.1979
H -0.1395 -2.2786 3.0794
H 0.2662 -0.4695 3.0732
H 1.6324 -1.6237 3.0708
H 0.8170 -0.1777 -3.4521
```

***

No. 7
This record from the Open Molecules 2025 dataset describes a structure of composition C11H14N in a non-equilibrium geometry. The level of theory is ωB97M-V with the def2-TZVPD basis set.

E_LUMO (spin up / spin down), eV: -6.23 / -6.13
Total charge: +1
Orbital gap (spin up / spin down), eV: 6.0 / 6.2

```
26
C11H14N | the Open Molecules 2025 dataset | ωB97M-V with the def2-TZVPD basis set
C -3.2140 0.9538 2.5437
C -3.1455 -0.1105 1.6842
C -2.1278 1.8314 2.5975
C -1.9781 -0.5156 1.0618
C -0.9327 1.5623 1.8453
C -0.9163 0.3853 1.0965
C 1.1019 0.0459 -3.3204
C 0.3510 -0.1141 -2.0382
C 1.5208 -0.6428 -1.1243
C 1.3486 -0.2850 0.3213
C 2.5424 -1.7767 -1.4366
N 1.7568 0.5469 -2.0953
H -4.0112 1.2281 3.0830
H -4.0244 -0.6992 1.6768
H -2.1163 2.5739 3.3463
H -2.0225 -1.4086 0.5224
H 0.0004 2.1760 2.0409
H 1.6210 -0.7816 -3.7696
H 0.5373 0.5847 -3.9964
H 0.0660 0.0790 0.6035
H 1.9249 0.5754 0.6760
H 1.5324 -1.3115 0.7280
H 2.8695 -2.0383 -2.4165
H 2.0223 -2.7248 -1.1642
H 3.4765 -1.6669 -0.8556
H 1.8172 1.5331 -1.6100
```

***

E_tot (hartree)
-3212.75284 -1929.60624 -2022.14959 -2658.60244 -1186.88215 -779.77866 -481.73437